This record from the OMol25 dataset describes a 10-piece molecular cluster, C44H117N9O13 overall. The level of theory is ωB97M-V/def2-TZVPD.

Last column: Löwdin charge in e.
Cartesian coordinates (Å):
C1 1.374933 -7.437566 14.809719  -0.096
O1 -0.053175 -7.577486 14.653130  -0.185
C2 -0.422337 -7.361131 13.280534  -0.200
C3 -1.918609 -7.159544 13.242482  -0.419
C4 -2.639291 -8.395971 13.729406  -0.061
N1 -2.366954 -6.835473 11.891886  0.049
H1 1.928811 -7.962967 14.031734  0.065
H2 1.674153 -7.748749 15.810582  0.087
H3 1.605993 -6.376745 14.712900  0.084
H4 -0.054193 -6.386860 12.959034  0.120
H5 -0.016524 -8.021692 12.514319  0.117
H6 -2.219390 -6.356682 13.915561  0.144
H7 -2.441522 -8.625431 14.776467  0.075
H8 -2.384590 -9.244214 13.094027  0.079
H9 -3.720495 -8.311132 13.620340  0.073
H10 -3.366230 -6.944054 11.793123  0.078
H11 -1.990509 -7.466221 11.198672  0.051
C5 -4.818881 -9.239921 5.196405  -0.086
O2 -5.147090 -9.006899 6.566265  -0.182
C6 -5.856417 -7.860029 6.779917  -0.236
C7 -7.411570 -8.121890 6.865395  -0.411
C8 -8.025966 -8.657659 5.552543  -0.069
N2 -8.083682 -6.879477 7.094769  0.022
H12 -3.893256 -8.737898 4.914810  0.081
H13 -5.563688 -8.919371 4.467983  0.082
H14 -4.647414 -10.301354 5.017341  0.075
H15 -5.535176 -7.406143 7.717408  0.111
H16 -5.655178 -7.142282 5.984657  0.119
H17 -7.677292 -8.866811 7.615453  0.136
H18 -7.793898 -8.111462 4.638264  0.078
H19 -9.106816 -8.748877 5.659930  0.077
H20 -7.700384 -9.692810 5.449776  0.050
H21 -7.759416 -6.470520 7.959476  0.068
H22 -7.818559 -6.209957 6.386571  0.073
C9 -2.810866 -5.892619 7.478945  -0.092
O3 -2.634565 -4.748971 8.322528  -0.222
C10 -3.641720 -4.661767 9.325004  -0.170
C11 -3.283939 -3.588455 10.430657  -0.417
C12 -3.071090 -2.191877 9.791426  -0.061
N3 -2.108561 -3.961582 11.121021  0.036
H23 -2.788796 -6.824569 8.043826  0.072
H24 -1.977339 -6.088321 6.804387  0.077
H25 -3.656486 -5.767259 6.802687  0.081
H26 -4.517565 -4.364273 8.748389  0.115
H27 -3.772877 -5.673478 9.708839  0.099
H28 -3.997149 -3.586592 11.254924  0.133
H29 -3.872046 -1.733227 9.211580  0.067
H30 -2.251633 -2.224809 9.073450  0.069
H31 -2.813868 -1.400746 10.495727  0.069
H32 -1.449952 -4.119805 10.371829  0.036
H33 -2.319957 -4.860012 11.531188  0.021
C13 -1.711038 -10.689314 4.845103  -0.090
O4 -1.652509 -10.168521 3.525738  -0.179
C14 -0.517034 -10.616460 2.824203  -0.187
C15 -0.635838 -10.190513 1.334903  -0.459
C16 -0.016735 -11.134123 0.381525  -0.079
N4 -0.007793 -8.956619 1.024863  0.038
H34 -2.008278 -9.861668 5.489107  0.070
H35 -0.798515 -11.102198 5.275129  0.076
H36 -2.521652 -11.416944 4.805588  0.087
H37 0.405925 -10.329758 3.328246  0.118
H38 -0.547663 -11.705406 2.787412  0.115
H39 -1.670076 -9.986929 1.057411  0.148
H40 -0.405956 -10.868622 -0.601387  0.089
H41 -0.360907 -12.136371 0.636758  0.077
H42 1.070685 -11.209075 0.379637  0.068
H43 0.941293 -9.003673 1.367085  0.041
H44 -0.454968 -8.260177 1.603745  0.080
C17 3.787385 -5.924247 11.278548  -0.080
O5 2.935719 -5.466542 10.232557  -0.183
C18 2.168568 -6.510949 9.659298  -0.199
C19 1.441611 -6.034009 8.394998  -0.420
C20 0.332880 -5.122679 8.741382  -0.067
N5 0.966996 -7.092295 7.503817  0.067
H45 4.564304 -6.416028 10.693187  0.087
H46 3.246923 -6.587419 11.953982  0.078
H47 4.204377 -5.031028 11.743712  0.093
H48 2.749700 -7.410993 9.458537  0.108
H49 1.493481 -6.908832 10.416954  0.112
H50 2.110815 -5.444563 7.768249  0.137
H51 -0.308531 -4.869721 7.897164  0.072
H52 0.681333 -4.197543 9.200525  0.100
H53 -0.433875 -5.565890 9.376790  0.067
H54 1.681180 -7.722636 7.168092  0.029
H55 0.761315 -6.534203 6.687527  0.085
C21 -6.204902 -11.247811 11.635628  -0.122
O6 -5.285508 -12.017197 12.348868  -0.176
C22 -4.666248 -12.905505 11.479504  -0.200
C23 -3.830619 -13.896468 12.399564  -0.429
C24 -2.800169 -13.090240 13.110443  -0.082
N6 -3.198449 -14.930669 11.655869  0.050
H56 -7.113177 -11.812912 11.426319  0.084
H57 -5.824758 -10.733592 10.752918  0.081
H58 -6.478023 -10.453334 12.330117  0.087
H59 -5.326799 -13.546079 10.895190  0.122
H60 -4.000715 -12.331427 10.834821  0.115
H61 -4.486833 -14.371853 13.128601  0.142
H62 -2.110590 -13.728761 13.662589  0.082
H63 -3.159697 -12.371196 13.846532  0.081
H64 -2.119114 -12.584974 12.425624  0.062
H65 -2.854439 -15.641018 12.286078  0.078
H66 -2.422785 -14.539880 11.140386  0.042
C25 3.419145 -9.729289 1.959543  -0.115
O7 3.139785 -9.008959 3.115072  -0.206
C26 4.205595 -8.220281 3.635652  -0.189
C27 3.776129 -7.573961 4.957707  -0.201
N7 3.040991 -8.444005 5.800535  -0.085
C28 3.779670 -9.401382 6.569734  -0.191
C29 2.848234 -10.145962 7.590600  -0.179
O8 1.721101 -10.841553 7.043730  -0.205
C30 2.086376 -11.783051 6.040172  -0.110
H67 3.881264 -9.141398 1.166498  0.097
H68 2.584600 -10.265599 1.507875  0.060
H69 4.191226 -10.454950 2.215285  0.091
H70 4.518104 -7.390610 3.001558  0.126
H71 5.044788 -8.894579 3.806448  0.119
H72 3.235396 -6.649661 4.754265  0.117
H73 4.654858 -7.196789 5.480861  0.125
H74 2.540269 -9.072754 5.188944  0.093
H75 4.584329 -8.891258 7.099270  0.125
H76 4.252584 -10.105024 5.884647  0.108
H77 2.461634 -9.373390 8.255258  0.092
H78 3.366926 -10.835800 8.256324  0.121
H79 1.279214 -12.405017 5.653199  0.081
H80 2.838443 -12.500201 6.369109  0.095
H81 2.410479 -11.357099 5.090637  0.071
C31 -0.150622 -11.128535 14.937061  -0.069
O9 -0.110255 -11.419126 13.518739  -0.209
C32 1.111687 -11.085366 12.839269  -0.204
C33 0.966243 -11.210219 11.332576  -0.193
N8 0.806207 -12.647244 10.974816  -0.030
C34 0.270278 -12.714389 9.594896  -0.180
C35 0.200368 -14.188273 9.089186  -0.186
O10 -0.677814 -14.945353 9.920399  -0.225
C36 -0.936193 -16.269512 9.471774  -0.114
H82 0.518467 -10.298216 15.162855  0.071
H83 0.185098 -12.005186 15.491017  0.082
H84 -1.148903 -10.933090 15.328664  0.082
H85 1.966953 -11.678411 13.163167  0.123
H86 1.390566 -10.065296 13.103458  0.092
H87 1.831187 -10.857346 10.770923  0.115
H88 0.088373 -10.660951 10.992364  0.105
H89 -0.020345 -12.845450 11.520366  0.074
H90 0.945589 -12.140835 8.960009  0.092
H91 -0.685925 -12.195545 9.527185  0.104
H92 1.160743 -14.703362 9.067767  0.119
H93 -0.189961 -14.223801 8.072090  0.108
H94 -0.043503 -16.844463 9.225544  0.081
H95 -1.494976 -16.323950 8.537483  0.077
H96 -1.434614 -16.887534 10.218592  0.086
C37 -10.063517 -16.776767 8.471465  -0.112
O11 -9.364621 -15.566433 8.727969  -0.212
C38 -9.877418 -14.396844 8.067576  -0.188
C39 -8.853656 -13.207477 8.226148  -0.170
N9 -7.683994 -13.350538 7.321878  -0.066
C40 -6.771951 -12.196943 7.271932  -0.178
C41 -5.365206 -12.673576 6.818145  -0.239
O12 -4.999909 -13.638583 7.744081  -0.220
C42 -3.630920 -14.147363 7.679934  -0.053
H97 -9.994005 -16.957532 7.398806  0.081
H98 -11.111744 -16.706041 8.761850  0.082
H99 -9.638783 -17.636545 8.989619  0.085
H100 -10.794642 -14.038338 8.534760  0.109
H101 -10.101893 -14.711624 7.048446  0.113
H102 -8.547790 -13.051277 9.260624  0.107
H103 -9.320571 -12.318328 7.802472  0.109
H104 -7.233097 -14.199721 7.631185  0.095
H105 -6.640246 -11.760817 8.262155  0.110
H106 -7.085234 -11.515237 6.481210  0.095
H107 -4.617926 -11.881584 6.867462  0.094
H108 -5.401150 -13.128862 5.828440  0.123
H109 -2.861526 -13.383684 7.793639  0.074
H110 -3.569655 -14.733793 6.763174  0.087
H111 -3.490747 -14.833184 8.515456  0.071
C43 -2.616586 -9.816832 8.868871  -0.057
C44 -1.198035 -9.288680 8.532356  -0.295
O13 -0.776571 -8.319401 9.503126  -0.113
H112 -2.605542 -10.127691 9.913547  0.060
H113 -3.003072 -10.583776 8.197650  0.058
H114 -3.341610 -9.003721 8.832954  0.054
H115 -1.293953 -8.691341 7.625668  0.080
H116 -0.465011 -10.060812 8.298729  0.085
H117 -0.000484 -7.873848 9.155595  0.014

Atomic forces in eV per Å
-1.0 0.6 -0.1
1.1 -0.7 -1.0
-0.2 2.1 0.7
-1.2 -1.3 0.0
-0.4 -0.7 0.2
0.3 0.3 -0.3
0.0 -0.3 0.0
-0.2 -0.2 -0.1
0.2 0.2 0.0
0.5 0.4 0.1
-0.2 -1.0 0.4
0.4 0.3 -0.1
0.2 -0.1 0.0
0.3 -0.2 0.1
-0.1 0.3 0.1
-0.2 0.0 0.4
0.5 -0.2 -0.2
0.4 -0.1 -0.1
1.1 -1.7 -1.0
-2.0 0.2 0.3
0.5 0.3 -2.0
0.3 -1.2 0.6
-0.4 0.9 1.0
0.2 0.2 0.2
-0.4 0.1 0.3
-0.1 -0.1 0.3
0.1 0.0 0.2
-0.2 0.3 -0.2
0.3 0.2 0.4
0.1 0.2 0.2
0.0 0.4 0.1
0.2 0.0 -0.4
-0.1 0.2 0.3
-0.1 0.1 -0.3
0.5 0.3 0.1
0.8 -0.5 -0.4
-0.4 0.8 -0.5
-0.7 0.4 -1.3
-0.1 0.3 -0.2
1.2 0.2 0.0
-0.8 -0.1 0.4
0.5 0.9 0.1
-0.5 -0.2 0.4
-0.7 0.0 0.4
-0.2 0.0 0.6
-1.0 0.2 -0.7
-0.6 -0.6 0.0
0.2 -0.3 0.1
0.1 -0.4 0.5
0.7 -0.3 0.3
0.6 -0.4 0.2
-1.0 0.6 0.0
0.8 0.4 0.2
-1.1 -0.9 -1.2
0.4 0.5 0.9
-0.8 -2.0 -0.5
0.5 2.0 0.5
-0.1 -0.1 0.2
0.2 -0.1 -0.5
0.1 -0.4 0.6
0.3 0.4 -0.2
0.1 -0.4 0.3
-0.4 -0.8 0.4
0.5 -0.2 -0.1
-0.1 -0.3 -0.4
0.0 0.5 0.0
0.3 0.3 -0.1
0.1 0.6 0.0
-0.1 0.4 -1.7
-0.8 0.1 -0.3
0.1 -0.3 0.0
1.3 0.2 -0.1
-1.7 0.7 0.3
-0.7 -0.1 0.5
0.5 -0.6 0.8
0.2 0.0 0.3
-0.2 -0.2 0.3
0.8 0.0 -0.5
-0.7 0.3 0.2
0.8 0.3 0.5
0.5 0.3 -0.4
0.1 -0.1 0.0
0.3 -0.3 0.5
0.5 0.1 0.1
-0.6 -0.4 -0.5
-0.8 1.1 1.2
-0.3 0.1 -0.4
1.5 -2.2 1.3
-0.7 1.6 -0.3
1.2 0.5 1.2
-0.3 -0.8 -1.1
0.0 -0.1 -0.4
0.3 -0.4 -0.3
-0.3 0.1 0.0
-0.5 0.3 -0.2
0.3 -0.2 -0.4
-0.4 0.2 -0.1
-0.1 -0.3 0.2
-0.3 0.2 -0.2
-0.2 0.3 -0.3
0.2 0.0 -0.1
0.3 -0.2 -0.1
1.7 -0.5 -0.5
-1.1 1.1 0.4
0.1 -0.2 0.3
0.7 0.6 -0.6
-1.4 -0.8 0.4
0.3 -0.9 0.7
0.2 0.5 -0.3
0.3 0.0 -0.9
0.1 -0.4 -0.4
-0.2 0.5 -0.1
-0.3 0.3 0.6
0.1 -0.5 -0.1
0.0 -0.2 -0.6
0.3 0.0 -0.1
-0.5 -0.1 -0.1
0.3 -0.2 0.0
-0.9 0.5 -0.3
0.0 -0.1 0.4
0.3 -0.5 0.2
-0.4 -0.1 -0.1
0.6 -0.1 -0.3
-0.8 0.2 0.9
0.3 0.1 0.3
0.5 0.7 0.1
0.9 -0.6 -0.6
0.0 0.2 0.0
0.0 0.6 0.5
-0.2 -1.1 0.0
-1.0 0.9 -0.4
1.0 -1.2 0.1
-0.6 0.4 0.3
-0.3 -0.3 0.2
0.5 -0.3 -0.4
-0.2 0.2 0.1
0.3 -0.1 0.0
-0.1 0.2 -0.7
-0.1 -0.5 0.2
-0.1 0.4 -0.1
0.2 0.4 0.4
-0.1 0.4 0.0
0.0 -0.9 0.6
0.1 -0.2 -0.3
-0.4 -0.2 -0.1
0.4 0.3 0.2
-0.1 0.2 -0.3
0.7 0.3 0.2
-0.5 0.4 -0.1
-0.3 0.6 0.2
-0.1 0.8 -0.6
0.3 0.2 0.7
1.1 0.0 0.9
0.0 -0.6 -2.3
-0.6 -0.5 0.3
0.9 -1.4 -0.6
-0.6 0.0 0.6
1.7 -1.3 1.4
-1.7 -0.1 0.1
-0.2 -0.3 -0.2
-0.2 0.1 0.0
0.4 0.4 0.2
-0.3 -0.3 0.2
0.2 0.6 -0.4
-0.3 -0.1 0.3
-0.6 0.2 0.6
0.7 0.1 -0.1
-0.1 0.6 0.0
-0.4 0.4 0.5
-0.2 0.5 -0.3
-0.1 0.2 -0.4
-0.1 0.4 -0.4
0.5 0.2 -0.2
-0.3 0.1 0.1
0.9 0.7 0.7
-1.2 1.1 -0.9
-0.6 -1.2 1.0
-0.1 -0.5 0.0
0.4 -0.2 0.1
0.1 0.2 -0.1
0.0 -0.3 -0.5
0.1 -0.2 0.5
0.0 0.1 -0.7

## Properties
- SMILES: COC[C@H](C)N.COC[C@H](C)N.COC[C@H](C)N.COC[C@H](C)N.COC[C@H](C)N.COC[C@H](C)N.COCCNCCOC.COCCNCCOC.COCCNCCOC.CCO
- Orbital gap: 8.67 eV
- E_HOMO: -8.359 eV
- DFT total energy: -87543.7195 eV
- Relative energy (zero: lowest compared OMol25 entry of this formula, charge and spin): 57.9 kcal per mole
- Largest force on an atom: 0.0582 Eh/bohr
- LUMO energy: 0.3 eV